[1]
Formula: C7H15NO7
Source: OMol25
Level of theory: the ωB97M-V functional and the def2-TZVPD basis

Each line ends with the Löwdin charge.
Element x y z (Å)
C 3.595 -0.085 -0.093  -0.42
C -1.855 -1.292 0.783  0.01
C -3.184 0.773 0.268  -0.06
C -1.812 -0.215 -1.492  0.00
C 1.189 -0.494 -0.498  -0.23
C 2.173 0.384 0.238  -0.54
C -0.829 0.989 0.587  -0.49
N -2.025 -0.039 -0.025  -0.29
O 4.241 0.476 -0.956  0.10
O 3.965 -1.356 0.187  0.09
O 1.256 -1.842 -0.233  -0.12
O 2.150 0.269 1.635  0.05
O 1.969 1.699 -0.296  0.01
O -0.581 0.926 1.743  0.13
O -0.630 2.020 -0.234  0.06
H -2.479 -2.090 0.353  0.12
H -0.892 -1.572 0.571  0.03
H -1.909 -1.241 1.882  0.12
H -4.153 0.238 0.094  0.11
H -3.259 1.300 1.296  0.14
H -3.074 1.696 -0.465  0.14
H -1.274 0.779 -1.753  0.13
H -1.124 -1.015 -1.679  0.08
H -2.844 -0.370 -1.882  0.11
H 1.314 -0.336 -1.663  0.14
H 3.445 -1.779 0.955  0.16
H 1.193 0.253 1.884  0.09
H 2.851 1.965 -0.568  0.11
H 2.227 -2.133 -0.124  0.09
H 0.352 2.094 -0.514  0.13

Summary:
Calculated total energy, a.u.: -857.0068
Net charge: 0
Orbital gap, eV: 7.0
Highest occupied orbital energy, eV: -6.59
LUMO, eV: 0.39



[2]
Formula: C26H33ClFIN3OS2
Source: OMol25
Level of theory: the ωB97M-V functional and the def2-TZVPD basis

Each line ends with the Löwdin charge.
Element x y z (Å)
C 0.984 -3.595 0.481  -0.12
C -0.290 -3.023 -0.358  -0.24
C -1.613 -2.823 0.545  -0.55
Cl -1.231 -2.505 2.343  0.60
C -2.687 -1.804 -0.058  -0.26
N -4.021 -2.215 0.539  0.04
C -5.058 -1.164 0.356  -0.49
C -6.419 -1.949 -0.086  -0.02
F -5.406 -0.449 1.567  -0.10
C -4.725 -0.060 -0.767  -0.53
I -6.130 1.619 -0.453  1.00
N -3.337 0.524 -0.698  -0.12
C -2.799 0.732 -2.083  -0.08
C -2.087 2.185 -2.277  -0.15
O -2.674 3.242 -1.965  0.04
C -2.403 -0.252 0.219  -0.19
C -0.877 0.209 0.132  -0.14
C -0.716 1.726 0.728  -0.21
C 0.022 1.780 2.155  -0.46
S 1.366 3.051 2.290  0.83
C 2.368 3.114 0.740  -0.94
S 1.875 4.198 -0.468  0.66
N 3.587 2.331 0.466  -0.13
C 3.779 1.209 1.410  -0.20
C 2.835 0.002 1.614  -0.04
C 3.075 -1.116 2.654  -0.06
C 4.334 -1.081 3.578  -0.05
C 5.302 0.137 3.384  -0.05
C 5.049 1.263 2.327  0.03
C 3.712 1.926 -0.951  -0.23
C 4.737 2.720 -1.839  0.00
C 4.953 2.450 -3.346  -0.06
C 4.140 1.337 -4.054  -0.06
C 3.119 0.528 -3.191  -0.07
C 2.907 0.815 -1.664  -0.01
H 1.597 -4.200 -0.287  0.09
H 0.684 -4.278 1.340  0.07
H 1.623 -2.700 0.777  0.04
H -0.021 -2.121 -1.005  0.09
H -0.551 -3.872 -1.101  0.12
H -2.132 -3.857 0.554  0.13
H -2.750 -1.985 -1.192  0.17
H -3.896 -2.279 1.575  0.12
H -6.253 -3.059 0.192  0.10
H -6.572 -1.946 -1.224  0.09
H -7.334 -1.614 0.504  0.09
H -5.013 -0.505 -1.774  0.11
H -3.446 1.481 -0.283  0.10
H -3.588 0.679 -2.914  0.16
H -2.015 -0.072 -2.359  0.14
H -1.031 2.185 -2.756  0.16
H -2.754 0.003 1.292  0.18
H -0.198 -0.435 0.813  0.08
H -0.406 0.109 -0.918  0.11
H -1.776 2.157 0.867  0.11
H -0.208 2.395 -0.058  0.06
H -0.784 2.082 2.928  0.10
H 0.413 0.761 2.512  0.06
H 1.904 -0.062 0.964  0.05
H 2.359 -1.999 2.829  0.08
H 4.504 -1.900 4.362  0.10
H 6.215 0.152 4.088  0.10
H 5.818 2.102 2.305  0.10
H 5.335 3.565 -1.362  0.10
H 5.696 3.082 -3.930  0.09
H 4.275 1.141 -5.176  0.10
H 2.511 -0.282 -3.729  0.08
H 2.125 0.210 -1.104  0.06

Summary:
SMILES string: CC[C@@H](Cl)[C@H]1N[C@@](C)(F)[C@@H](I)[N@H+](CC=O)[C@@H]1CCCSC(=S)N(c1ccccc1)c1ccccc1
Calculated total energy, a.u.: -2903.4788
Net charge: +1
Orbital gap, eV: 6.6
Highest occupied orbital energy, eV: -10.15
LUMO, eV: -3.54



[3]
Formula: C2H5PS2
Source: OMol25
Level of theory: the ωB97M-V functional and the def2-TZVPD basis

Each line ends with the Löwdin charge.
Element x y z (Å)
C 2.365 1.626 -0.252  -0.88
C -1.911 -0.646 0.366  -0.56
P 1.139 0.157 -0.099  0.47
S 2.256 3.175 -0.103  0.66
S -0.336 -1.482 0.194  0.40
H -2.241 -0.726 1.517  0.07
H -2.557 -1.269 -0.276  0.00
H -1.924 0.328 -0.133  0.01
H 1.259 -0.186 -1.414  -0.09
H 1.951 -0.977 0.201  -0.08

Summary:
SMILES string: CS[PH2]=C=S
Calculated total energy, a.u.: -1216.7918
Net charge: 0
Orbital gap (alpha / beta), eV: 6.9 / 6.9
Highest occupied orbital energy (alpha / beta), eV: -7.89 / -7.89
LUMO (alpha / beta), eV: -1.01 / -1.01



[4]
Formula: C3H3NO2
Source: OMol25
Level of theory: the ωB97M-V functional and the def2-TZVPD basis

Each line ends with the Löwdin charge.
Element x y z (Å)
O 2.136 0.129 -0.206  0.05
C 0.814 -0.131 -0.060  -0.42
N 0.356 -1.376 0.162  0.00
O -0.863 -1.581 0.286  -0.09
C -1.462 0.580 0.086  0.12
C -0.220 0.757 -0.246  -0.05
H 2.590 -0.725 -0.195  0.11
H -2.442 0.714 -0.355  0.10
H -0.911 1.633 0.529  0.18

Summary:
Calculated total energy, a.u.: -321.1045
Net charge: 0
Orbital gap (alpha / beta), eV: 8.5 / 8.5
Highest occupied orbital energy (alpha / beta), eV: -8.61 / -8.61
LUMO (alpha / beta), eV: -0.11 / -0.12